(1)
{"formula": "CHNO6S", "method": "ωB97M-V/def2-TZVPD", "e_above_lowest_ev": 0.518, "mol_weight_g_mol": 155.087, "total_energy_ha": -943.0478, "smiles": "O=C([O-])N(O)S(=O)(=O)[O-]", "total_charge": -2, "lumo_energy_ev": 6.45, "largest_force_ev_per_a": 3.327, "orbital_gap_ev": 7.13, "homo_energy_ha": -0.02521, "species": ["C", "N", "O", "O", "O", "O", "O", "O", "S", "H"], "xyz": [[-1.068, 1.230, 0.250], [-0.481, 0.031, 0.796], [-2.080, 1.003, -0.523], [1.111, -0.511, -1.527], [-0.596, 2.326, 0.595], [2.439, 0.373, 0.327], [1.522, -1.928, 0.536], [-1.140, -1.104, 0.272], [1.381, -0.556, -0.070], [-1.087, -0.864, -0.656]], "atomic_forces_ev_per_a": [[-1.82, 0.30, -1.91], [2.89, -1.63, -0.29], [1.34, 0.81, 0.91], [-0.18, -0.46, 1.31], [0.14, -0.37, 0.21], [-0.52, -0.32, 0.11], [-0.26, 2.35, -1.25], [-0.01, 0.03, 0.59], [-0.76, -0.40, 1.14], [-0.82, -0.33, -0.83]], "nbo_charge": [0.798, -0.375, -0.840, -1.013, -0.771, -0.999, -0.999, -0.601, 2.332, 0.468]}

=====

(2)
{"formula": "CHNS2", "method": "ωB97M-V/def2-TZVPD", "e_above_lowest_ev": 3.633, "mol_weight_g_mol": 91.160, "total_energy_ha": -889.6676, "lumo_energy_ev": [-4.98, -4.83], "largest_force_ev_per_a": 1.415, "orbital_gap_ev": [4.69, 4.73], "homo_energy_ha": [-0.35567, -0.35147], "species": ["C", "N", "S", "S", "H"], "xyz": [[1.402, 0.439, -0.183], [1.570, 0.194, -1.301], [-2.111, -0.061, -0.143], [1.224, 0.775, 1.399], [-2.085, -1.346, 0.228]], "atomic_forces_ev_per_a": [[0.36, 0.07, 0.21], [0.16, -0.14, -0.82], [0.82, 0.46, 0.60], [-1.39, -0.23, -0.06], [0.05, -0.16, 0.07]], "nbo_charge": [-0.049, -0.256, -0.015, 0.213, 0.107]}